Computed, not measured: a molecular structure, C8H22CrFIN2O2, with ωB97M-V/def2-TZVPD.

The geometry in ORCA input format:
```
! wB97M-V def2-TZVPD RIJCOSX def2/J DEFGRID3
* xyz 0 5
I 2.91 -0.81 2.30
Cr 0.59 -0.06 0.99
F -0.34 0.84 2.41
O -1.58 0.18 -0.14
O 1.41 1.71 0.18
N -0.53 -1.97 1.41
N 1.00 -0.67 -1.08
C -2.43 -0.52 0.74
C -2.88 -2.85 1.57
C 1.41 3.06 0.60
C 1.87 1.57 -1.17
C -1.96 1.53 -0.30
C -1.91 -1.93 0.84
C 2.25 0.12 -1.37
C 2.82 -0.17 -2.73
H 3.71 0.43 -2.91
H -1.21 2.04 -0.90
H 3.18 -1.20 -2.77
H 0.19 -0.36 -1.61
H 1.16 -1.59 -1.51
H -0.55 -2.12 2.41
H 1.06 1.86 -1.86
H 2.71 2.24 -1.37
H -3.58 -3.35 0.89
H -1.97 2.04 0.67
H -3.48 -2.34 2.32
H 0.74 3.67 -0.02
H 2.42 3.47 0.52
H 1.07 3.11 1.63
H -2.35 -3.68 2.04
H -2.36 -0.05 1.74
H -1.80 -2.33 -0.17
H -0.14 -2.83 1.02
H 2.93 -0.17 -0.56
H -3.48 -0.48 0.45
H 2.08 -0.03 -3.52
H -2.96 1.64 -0.75
*
```

expectation value of S²	6.01
energy above the lowest of the compared OMol25 structures with the same formula, charge and spin	0.0	kJ/mol
gap between HOMO and LUMO (alpha / beta)	6.3 / 7.5	eV
lowest unoccupied orbital energy (alpha / beta)	0.00669 / 0.00665	Ha
largest force on an atom	1.18	eV Å⁻¹

Computed, not measured: a molecular structure, C8H22CsN2O6S, with ωB97M-V/def2-TZVPD.

The geometry in ORCA input format:
```
! wB97M-V def2-TZVPD RIJCOSX def2/J DEFGRID3
* xyz -1 1
Cs 3.07 -0.84 2.12
S 1.81 1.89 5.81
O 0.40 -3.91 -1.35
O 2.27 2.96 4.92
O 0.70 1.21 5.28
O 2.88 0.86 5.98
O -2.06 4.43 0.26
O 1.51 2.40 7.17
N -1.58 0.88 1.44
N 3.22 -3.60 -2.02
C -0.74 -4.74 -1.22
C -1.94 3.33 1.21
C 0.93 -3.80 -2.71
C -1.42 2.00 0.55
C 2.07 -2.84 -2.47
C 2.50 -2.05 -3.75
C -2.47 5.75 0.68
C -2.22 1.64 -0.67
H 3.31 -4.11 -2.89
H -1.76 0.84 -1.24
H -1.12 1.03 2.33
H -2.93 3.10 1.62
H -2.55 0.59 1.44
H -1.79 6.00 1.49
H 3.29 -1.36 -3.45
H -2.26 6.41 -0.17
H -1.45 -4.44 -1.99
H -1.37 3.53 2.12
H 1.30 -4.79 -2.96
H -0.35 -5.76 -1.32
H -2.39 2.49 -1.34
H 1.76 -1.42 -4.23
H -1.24 -4.60 -0.27
H -3.21 1.38 -0.31
H -0.41 2.17 0.20
H 1.81 -2.05 -1.76
H 0.23 -3.43 -3.46
H 2.96 -2.68 -4.51
H -3.52 5.83 0.93
H 2.75 -4.29 -1.46
*
```

energy above the lowest of the compared OMol25 structures with the same formula, charge and spin	412.7	kJ/mol
gap between HOMO and LUMO	2.8	eV
lowest unoccupied orbital energy	0.03659	Ha
largest force on an atom	5.70	eV Å⁻¹

Computed, not measured: a molecular structure, C8H22FeN5O11, with ωB97M-V/def2-TZVPD.

The geometry in ORCA input format:
```
! wB97M-V def2-TZVPD RIJCOSX def2/J DEFGRID3
* xyz -1 5
Fe 36.57 -17.72 -20.04
O 34.89 -18.90 -19.49
O 36.83 -19.17 -21.75
O 37.73 -19.08 -18.82
O 35.29 -16.57 -21.43
O 34.93 -20.25 -17.94
O 39.46 -20.24 -18.93
O 33.04 -19.73 -18.81
O 37.70 -20.95 -17.87
O 33.61 -17.32 -22.52
O 34.47 -15.45 -23.04
O 35.66 -12.62 -17.89
N 38.35 -20.10 -18.50
N 36.67 -16.10 -18.59
N 34.49 -16.49 -22.34
N 38.38 -16.97 -20.79
N 34.27 -19.62 -18.71
C 39.76 -16.98 -22.77
C 35.94 -14.86 -18.74
C 38.07 -18.89 -22.29
C 34.39 -15.03 -18.54
C 36.48 -13.79 -17.73
C 38.41 -17.35 -22.16
C 36.00 -11.53 -17.00
C 36.15 -20.25 -22.35
H 37.66 -15.96 -18.67
H 39.97 -17.44 -23.74
H 39.92 -15.90 -22.80
H 36.06 -20.32 -23.43
H 34.18 -16.06 -18.83
H 36.13 -14.56 -19.77
H 36.33 -14.18 -16.72
H 37.71 -16.66 -22.62
H 35.62 -11.81 -16.01
H 33.96 -14.91 -17.54
H 37.05 -11.40 -16.77
H 36.57 -21.16 -21.92
H 38.12 -19.02 -23.37
H 38.84 -19.48 -21.78
H 36.54 -16.38 -17.63
H 37.51 -13.51 -17.94
H 39.31 -17.16 -20.45
H 33.77 -14.38 -19.14
H 35.15 -20.35 -21.91
H 35.51 -10.63 -17.37
H 38.68 -16.01 -20.86
H 40.57 -17.42 -22.20
*
```

expectation value of S²	6.01
energy above the lowest of the compared OMol25 structures with the same formula, charge and spin	258.7	kJ/mol
gap between HOMO and LUMO (alpha / beta)	7.1 / 7.1	eV
lowest unoccupied orbital energy (alpha / beta)	0.07168 / 0.07171	Ha
largest force on an atom	5.12	eV Å⁻¹

Computed, not measured: a molecular structure, C8H22KN4O7, with ωB97M-V/def2-TZVPD.

The geometry in ORCA input format:
```
! wB97M-V def2-TZVPD RIJCOSX def2/J DEFGRID3
* xyz -1 1
K 0.11 0.24 -1.03
O -1.94 1.99 -6.12
O 1.53 -3.39 -1.42
O -2.87 -2.08 -0.14
O 1.83 1.70 2.14
O -0.75 3.65 -5.46
O -1.49 2.24 -4.12
O 2.07 6.71 -1.12
N 0.69 4.99 -1.59
N 1.67 6.08 -3.11
N 2.03 0.40 3.95
N 0.17 1.35 3.67
C 2.43 -4.29 -0.93
C -1.39 2.65 -5.27
C -4.14 -1.45 1.81
C -2.34 -3.21 1.84
C 3.46 -3.47 -0.23
C 1.41 1.24 3.19
C -3.48 -2.59 1.04
C 1.57 5.92 -1.86
H -2.70 -3.59 2.80
H 0.30 4.98 -0.65
H 2.96 0.10 3.69
H 2.09 -5.08 -0.25
H 0.33 4.44 -2.35
H -1.71 -3.92 1.31
H -4.92 -0.93 1.26
H -0.09 0.93 4.55
H 4.33 -4.11 -0.08
H 3.87 -2.66 -0.85
H 2.95 -4.78 -1.76
H -0.55 1.76 3.09
H 1.18 5.52 -3.80
H -4.57 -1.69 2.78
H -2.59 -2.85 -0.64
H 1.67 0.03 4.82
H 2.30 6.80 -3.44
H 0.72 -3.85 -1.65
H -3.39 -0.72 2.11
H -1.59 -2.50 2.19
H 3.04 -3.15 0.72
H -4.18 -3.41 0.89
*
```

gap between HOMO and LUMO	2.0	eV
lowest unoccupied orbital energy	0.04193	Ha
largest force on an atom	7.69	eV Å⁻¹

Computed, not measured: 2 unconnected molecules or ions with the total composition C8H22O2Si2, with ωB97M-V/def2-TZVPD.

The geometry in ORCA input format:
```
! wB97M-V def2-TZVPD RIJCOSX def2/J DEFGRID3
* xyz 0 1
Si 0.91 1.72 1.38
Si -0.32 -1.58 -1.70
O 1.21 0.84 -0.06
O 0.88 -1.00 -2.56
C -1.83 -0.62 -1.16
C 0.18 3.55 1.12
C -0.40 -3.16 0.86
C 0.27 -2.02 -3.42
C 2.72 1.75 1.94
C 0.48 -2.66 -0.46
C -1.94 0.66 -1.88
C -0.51 0.94 2.48
H -1.79 -0.36 -0.14
H -0.27 3.92 2.07
H -0.13 -1.66 -4.41
H 1.27 0.53 -0.98
H 3.21 0.89 1.43
H 2.89 2.77 1.65
H 0.27 -3.66 1.49
H 0.73 4.40 0.73
H -0.72 1.35 3.42
H -1.22 -3.82 0.56
H -1.06 1.20 -1.93
H 0.98 -3.46 -0.87
H 2.91 1.57 2.96
H 0.84 -2.98 -3.53
H 1.21 -1.82 0.01
H -2.77 -1.22 -1.27
H -0.62 3.41 0.44
H -0.87 -2.27 1.28
H -2.60 1.45 -1.24
H -2.39 0.47 -2.87
H -0.07 0.01 2.71
H -1.43 0.85 1.96
*
```

energy above the lowest of the compared OMol25 structures with the same formula, charge and spin	324.3	kJ/mol
gap between HOMO and LUMO	9.7	eV
lowest unoccupied orbital energy	0.02805	Ha
largest force on an atom	5.80	eV Å⁻¹

Computed, not measured: 2 unconnected molecules or ions with the total composition C8H22Si2, with ωB97M-V/def2-TZVPD.

The geometry in ORCA input format:
```
! wB97M-V def2-TZVPD RIJCOSX def2/J DEFGRID3
* xyz 0 1
Si 0.19 -1.43 0.57
Si -1.52 3.46 -1.94
C 1.79 0.61 1.99
C 0.30 0.18 1.63
C -2.63 2.32 -1.22
C 0.72 -1.03 -1.21
C 2.22 -3.63 0.44
C -0.06 0.03 -2.03
C -3.36 2.63 0.07
C 1.36 -2.78 1.35
H 2.08 -0.15 2.62
H -1.22 -1.87 0.70
H -0.23 0.13 2.54
H 2.76 -4.41 0.89
H -2.98 1.51 -1.88
H 1.61 1.53 2.41
H -2.99 3.66 0.43
H 2.42 0.69 1.11
H -3.08 1.95 0.93
H -4.42 2.75 -0.06
H 0.35 0.04 -3.08
H 2.98 -2.97 -0.09
H -0.13 0.88 0.89
H -0.85 4.74 -1.36
H -0.09 0.95 -1.54
H -1.08 -0.20 -2.18
H 1.70 -0.52 -1.08
H 0.88 -2.01 -1.72
H 1.52 -4.16 -0.22
H -0.82 3.04 -3.09
H 1.91 -2.52 2.27
H 0.64 -3.41 1.88
*
```

energy above the lowest of the compared OMol25 structures with the same formula, charge and spin	480.8	kJ/mol
gap between HOMO and LUMO	8.6	eV
lowest unoccupied orbital energy	0.01122	Ha
largest force on an atom	4.02	eV Å⁻¹

Computed, not measured: a molecular structure, C8H23CdClNO4, with ωB97M-V/def2-TZVPD.

The geometry in ORCA input format:
```
! wB97M-V def2-TZVPD RIJCOSX def2/J DEFGRID3
* xyz 1 1
Cd -0.57 0.96 2.04
Cl -0.93 -1.29 1.21
O -1.88 1.89 0.61
O -1.39 -3.50 -1.39
O 3.07 0.44 -1.29
O 1.35 -2.97 3.12
N 0.81 1.48 0.33
C -1.28 2.58 -0.50
C 3.14 1.68 -0.63
C -2.65 -3.25 -1.97
C 2.45 0.45 -2.56
C 0.51 -4.07 3.47
C -3.33 1.98 0.61
C 2.27 1.63 0.61
C 0.24 2.65 -0.37
H -3.70 1.34 1.40
H 0.93 -2.47 2.42
H 2.45 2.52 1.23
H -1.71 3.57 -0.58
H 3.11 0.89 -3.31
H -2.79 -2.19 -2.21
H 2.91 2.51 -1.29
H -3.70 1.64 -0.35
H 0.53 -4.85 2.70
H -1.55 2.02 -1.40
H 1.48 0.97 -2.54
H 4.17 1.83 -0.27
H -2.70 -3.82 -2.89
H -1.31 -2.98 -0.58
H 2.60 0.77 1.20
H -3.64 3.01 0.81
H 0.90 -4.50 4.39
H 0.64 2.76 -1.38
H -0.52 -3.77 3.64
H 0.79 0.68 -0.32
H -3.47 -3.55 -1.31
H 0.55 3.54 0.18
H 2.24 -0.59 -2.83
*
```

energy above the lowest of the compared OMol25 structures with the same formula, charge and spin	45.6	kJ/mol
gap between HOMO and LUMO	6.2	eV
lowest unoccupied orbital energy	-0.22090	Ha
largest force on an atom	1.63	eV Å⁻¹

| no. | DFT total energy (Eh) |
| --- | --- |
| 1 | -2020.1070 |
| 2 | -1297.1937 |
| 3 | -2682.8283 |
| 4 | -1663.5941 |
| 5 | -1047.4497 |
| 6 | -896.8602 |
| 7 | -1301.9434 |